Record 1
Density functional theory data (ωB97M-V/def2-TZVPD) for a 8-piece molecular cluster, C6H28O11 overall.

HOMO energy in eV: -9.612
Orbital gap in Ha: 0.355
SMILES: OCCO.OCCO.OCCO.O.O.O.O.O
Energy above the lowest of the compared OMol25 structures with the same formula, charge and spin in kcal per mole: 81.99

Last column: Löwdin charge in e.
Geometry (Å):
O 0.129 2.428 -1.702  -0.077
C 0.321 2.769 -3.043  -0.273
C 1.444 1.957 -3.599  -0.264
O 1.134 0.573 -3.661  -0.069
H -0.761 2.055 -1.601  0.033
H -0.585 2.549 -3.634  0.127
H 0.580 3.813 -3.184  0.113
H 2.348 2.152 -3.022  0.120
H 1.578 2.258 -4.652  0.124
H 1.325 0.291 -2.750  0.047
O -4.105 -0.915 4.338  -0.093
C -4.039 -1.737 3.127  -0.204
C -3.204 -1.068 2.031  -0.269
O -2.699 -2.062 1.199  -0.094
H -3.206 -0.781 4.679  0.076
H -3.565 -2.730 3.263  0.119
H -5.097 -1.811 2.870  0.119
H -2.387 -0.505 2.526  0.124
H -3.773 -0.375 1.410  0.121
H -1.984 -1.666 0.650  0.048
O 2.665 0.777 1.466  -0.076
C 1.693 1.794 1.590  -0.224
C 2.150 3.113 1.016  -0.226
O 3.438 3.367 1.549  -0.061
H 2.706 0.346 2.316  0.107
H 0.844 1.482 0.950  0.118
H 1.386 1.889 2.637  0.133
H 1.541 3.867 1.489  0.121
H 2.127 3.187 -0.077  0.114
H 3.866 2.517 1.536  0.057
O -0.494 -4.287 0.136  -0.051
H -0.653 -5.239 0.142  0.063
H -1.028 -3.956 0.883  0.057
O 2.339 -3.640 -0.581  -0.066
H 1.455 -3.974 -0.286  0.021
H 2.329 -3.726 -1.539  0.047
O -2.199 0.927 -1.416  -0.066
H -1.711 0.135 -1.116  0.012
H -2.305 0.781 -2.384  0.076
O 2.115 -0.610 -0.832  -0.023
H 2.437 -0.149 -0.071  0.006
H 2.470 -1.493 -0.839  0.026
O -0.530 -1.250 -0.522  -0.064
H 0.393 -0.887 -0.493  0.035
H -0.485 -2.166 -0.801  0.036

Forces on atoms 1 to 3 (eV/Å):
O -0.051 0.257 0.697
C -0.391 -0.460 -0.530
C -0.129 -0.021 -1.610


Record 2
Density functional theory data (ωB97M-V/def2-TZVPD) for C5H6BrCl3 as an isolated structure.

HOMO energy in eV: -9.106
Orbital gap in Ha: 0.300
Energy above the lowest of the compared OMol25 structures with the same formula, charge and spin in kcal per mole: 47.66

Last column: Löwdin charge in e.
Geometry (Å):
C -0.641 0.651 0.341  -0.504
C -1.398 1.679 0.617  -1.184
C -3.800 0.405 -0.498  -1.058
C 0.204 0.499 -0.914  -0.067
C -0.577 -0.569 1.186  -0.134
Cl -2.226 1.944 2.082  0.671
Cl -1.620 2.949 -0.511  0.648
Cl -3.382 0.589 -2.020  0.629
Br -3.647 -1.408 0.133  0.583
H -0.316 0.346 -1.829  0.049
H 0.953 -0.280 -0.635  0.098
H 0.530 1.494 -1.246  0.064
H 0.472 -0.660 1.674  0.126
H -0.945 -1.357 0.534  0.029
H -1.294 -0.472 2.042  0.050

Forces on atoms 1 to 3 (eV/Å):
C 0.800 -1.389 -1.002
C -0.468 0.948 -0.083
C -0.845 -0.275 3.013


Record 3
Density functional theory data (ωB97M-V/def2-TZVPD) for an isolated molecule of C10H14N2S2.

HOMO energy (spin up / spin down) in eV: -6.990 / -9.036
Orbital gap (spin up / spin down) in Ha: 0.277 / 0.300
2S+1: 3
⟨S²⟩: 2.02

Last column: Löwdin charge in e.
Geometry (Å):
C 1.486 -0.963 -1.809  -0.283
C 0.583 0.423 -0.159  -0.188
C -0.752 0.343 0.022  -0.036
C 1.175 1.819 -0.191  -0.188
C -1.816 1.375 0.259  -0.206
C 0.187 2.812 0.224  -0.241
C -1.268 2.768 -0.266  -0.180
C 1.470 -0.813 -0.424  -0.304
C -1.878 -2.022 0.258  -0.968
C 0.967 -2.080 0.175  -0.492
N 1.419 -1.070 -2.934  0.204
N 2.037 -3.135 0.040  0.029
S -0.631 -2.689 -0.741  0.906
S -1.705 -1.545 1.878  0.709
H 2.003 1.821 0.516  0.122
H 1.704 1.842 -1.131  0.121
H -2.783 1.055 -0.205  0.121
H -1.917 1.480 1.335  0.090
H 0.002 2.600 1.346  0.145
H 0.692 3.829 0.062  0.138
H -1.241 2.694 -1.441  0.145
H -1.841 3.670 0.104  0.120
H 2.402 -0.636 -0.035  0.130
H -2.747 -1.800 -0.275  -0.013
H 0.709 -2.099 1.187  0.047
H 1.867 -3.902 0.644  0.059
H 2.543 -3.263 -0.809  0.066
H -2.668 -2.515 2.370  -0.055

Forces on atoms 1 to 3 (eV/Å):
C 0.622 0.046 -1.091
C -2.715 -0.327 0.622
C 2.052 0.901 -0.277


Record 4
Density functional theory data (ωB97M-V/def2-TZVPD) for C2H6I2N2O as an isolated structure.

HOMO energy (spin up / spin down) in eV: -9.194 / -8.981
Orbital gap (spin up / spin down) in Ha: 0.260 / 0.221
Energy above the lowest of the compared OMol25 structures with the same formula, charge and spin in kcal per mole: 34.57

Last column: Löwdin charge in e.
Geometry (Å):
C 0.025 -1.542 1.141  -0.074
C 0.329 1.823 -1.322  -0.075
N -0.617 -1.192 -0.073  -0.245
N -0.481 -0.256 -0.746  -0.079
O 0.448 0.686 -0.418  -0.163
I -3.246 -1.932 -0.329  0.161
I -3.022 1.874 0.397  0.120
H -0.374 -0.945 1.891  0.074
H -0.225 -2.585 1.334  0.088
H 1.009 -1.314 0.967  0.061
H 0.908 2.612 -0.971  0.063
H -0.688 2.228 -1.237  -0.021
H 0.502 1.509 -2.350  0.089

Forces on atoms 1 to 3 (eV/Å):
C -1.017 -1.125 -0.755
C -2.231 -1.466 -0.195
N -2.042 -3.610 1.474